Entry 1:
A structure of composition C30H43BrIrN5O2P2S. Source: the OMol25 dataset; level of theory: ωB97M-V with the def2-TZVPD basis set.

Structure (XYZ):
```
85
Properties=species:S:1:pos:R:3:forces:R:3:mulliken_charge:R:1
Ir 0.403800 -0.391700 -0.427400 -0.274 -2.315 1.897 2.937
O 0.310000 -0.538400 1.910700 0.534 2.041 -2.266 -0.722
N -0.060300 -1.621100 2.515400 -0.754 -1.851 -0.167 0.378
C -0.069400 -1.626400 3.862700 0.068 0.224 0.391 -0.215
C -0.503400 -2.715900 4.573300 0.004 -0.073 -0.259 -0.714
C -0.955600 -3.840900 3.886400 0.069 0.217 -0.069 -0.289
C -0.902900 -3.845500 2.511100 0.116 0.141 -0.035 -0.836
C -0.433100 -2.727000 1.817600 0.085 0.319 0.411 0.759
S -0.321700 -2.716600 0.096100 1.099 1.731 -1.247 -0.463
H 0.268100 -0.706900 4.314200 0.014 0.045 -0.003 0.460
H -0.485500 -2.689100 5.649700 -0.029 0.093 0.100 0.441
H -1.336000 -4.693000 4.423700 -0.011 -0.144 0.046 0.435
H -1.218000 -4.705300 1.942700 -0.003 -0.085 -0.089 0.448
Br 0.494800 -1.538700 -7.323900 -0.003 0.101 0.662 -0.051
C 0.475400 -1.246100 -5.452800 -0.070 -0.001 -0.150 -0.225
C 1.591400 -1.537300 -4.672200 -0.276 0.088 -0.097 -0.509
C 1.531200 -1.293900 -3.314100 0.539 -0.174 -0.018 -0.450
N 0.454600 -0.785200 -2.714100 0.132 0.573 2.082 -0.140
C -0.615600 -0.519300 -3.462100 -0.601 0.231 0.035 -0.550
C -0.656400 -0.728100 -4.825900 0.357 -0.311 -0.172 -0.766
H 2.485200 -1.943600 -5.114400 0.125 -0.051 0.004 0.511
H 2.380300 -1.512600 -2.682400 0.045 -0.002 0.024 0.320
H -1.466600 -0.090300 -2.951400 -0.097 -0.043 -0.020 0.712
H -1.545500 -0.508800 -5.395300 -0.102 0.078 0.045 0.608
O -1.129400 1.392900 -0.426200 1.842 -1.100 0.590 -1.015
P -2.149300 2.030100 -1.307000 -1.931 1.851 -1.181 -1.494
N -1.439400 2.482700 -2.737600 0.098 -0.419 0.869 1.032
C 0.001400 2.636500 -2.872800 0.397 0.088 0.121 0.556
C 0.229400 2.797700 -4.371900 -0.099 0.084 0.077 -0.628
C -1.033600 3.531100 -4.830200 0.075 -0.094 0.060 -0.937
C -2.131600 2.989900 -3.911800 -0.469 0.068 -0.302 -0.591
N -3.401100 0.988300 -1.591000 0.994 0.222 0.234 0.680
C -3.530300 -0.301400 -0.925100 0.221 -0.301 0.371 0.351
C -4.595800 -1.062700 -1.734900 -0.038 -0.033 -0.038 -0.734
C -4.972600 -0.126500 -2.891200 0.002 0.083 0.099 -0.636
C -4.616100 1.249300 -2.338800 -0.369 0.234 -0.229 -0.663
N -2.899200 3.405300 -0.709800 0.752 -1.460 -0.819 0.111
C -2.223000 4.690400 -0.628000 0.254 0.516 -0.096 -0.124
C -2.326100 5.078800 0.843500 -0.062 -0.009 -0.091 -0.715
C -3.716800 4.562400 1.210100 0.133 -0.017 -0.014 -0.674
C -3.848000 3.273100 0.394000 -0.615 -0.380 0.292 -0.318
H 0.516700 1.771400 -2.445900 0.061 0.173 -0.059 -1.069
H 0.338100 3.538900 -2.350100 0.171 -0.032 0.053 0.595
H 0.313000 1.825200 -4.860700 0.018 0.025 0.023 0.109
H 1.127800 3.374600 -4.577300 0.088 -0.077 -0.058 0.479
H -1.262800 3.347000 -5.876500 -0.024 0.073 -0.042 0.431
H -0.911400 4.603300 -4.695000 -0.022 0.080 0.030 0.331
H -2.665300 2.172000 -4.404900 -0.110 0.047 -0.030 0.230
H -2.850300 3.761600 -3.629300 -0.089 -0.010 -0.122 0.341
H -3.856300 -0.164400 0.113000 0.075 -0.109 -0.040 0.411
H -2.561100 -0.815000 -0.903700 -0.195 -0.008 0.030 -0.642
H -5.464300 -1.254600 -1.108900 -0.023 -0.051 0.017 0.313
H -4.224500 -2.022300 -2.088200 -0.024 -0.039 0.005 0.374
H -6.023100 -0.196600 -3.162000 -0.013 -0.029 -0.043 0.445
H -4.377800 -0.344400 -3.777500 0.063 0.023 -0.075 0.152
H -5.418200 1.597600 -1.678900 0.018 0.063 0.031 0.349
H -4.450400 2.007400 -3.098000 -0.091 0.022 -0.055 0.357
H -2.759400 5.419000 -1.247000 0.138 0.007 0.001 0.335
H -1.196700 4.614100 -0.986700 0.016 0.095 -0.021 0.039
H -2.223400 6.149300 0.999600 0.072 0.037 0.027 0.433
H -1.560800 4.559800 1.422200 0.049 -0.005 0.019 0.239
H -4.475600 5.282600 0.903300 -0.008 -0.016 0.018 0.330
H -3.829300 4.378500 2.275600 -0.071 0.031 0.018 0.366
H -4.862600 3.147200 0.005500 0.051 -0.033 0.116 0.160
H -3.597500 2.389900 0.990100 -0.100 0.073 0.099 0.307
C 2.908800 1.954600 -0.861900 -0.344 -0.386 0.084 -1.270
P 2.641400 0.459900 0.174400 -0.431 0.686 -0.593 0.620
C 2.656700 1.129200 1.874400 -0.542 -0.405 -0.160 -1.271
C 4.245600 -0.396600 0.048200 -0.676 -0.523 -0.234 0.585
C 5.400100 0.328100 0.335500 -0.164 0.214 0.050 -0.437
C 6.640300 -0.268700 0.225900 0.035 0.000 0.012 -0.812
C 6.740000 -1.595000 -0.166500 -0.108 -0.007 -0.017 -0.476
C 5.592700 -2.326300 -0.431200 0.113 -0.105 -0.037 -0.733
C 4.346400 -1.731200 -0.325000 -0.202 0.027 -0.018 -0.246
H 3.870300 2.413000 -0.636400 0.001 -0.076 0.100 0.661
H 2.113800 2.671000 -0.664300 -0.072 0.047 -0.026 0.285
H 2.896500 1.678200 -1.915400 -0.013 -0.001 -0.032 0.302
H 3.443000 1.872300 1.999900 0.046 -0.030 -0.230 0.510
H 2.815000 0.311500 2.575800 -0.017 0.030 -0.017 0.363
H 1.684400 1.573300 2.072600 -0.016 0.119 0.114 0.386
H 5.334500 1.360000 0.646700 0.072 0.106 0.028 0.236
H 7.528100 0.304800 0.446400 0.057 0.025 0.010 0.421
H 7.711400 -2.052800 -0.264700 0.085 -0.081 0.010 0.410
H 5.672600 -3.362800 -0.722000 -0.017 -0.077 -0.024 0.425
H 3.446900 -2.302400 -0.523200 -0.008 -0.069 -0.007 0.344
```
Positions in Å, forces in eV/Å.

Values from the calculation:
**Orbital gap (alpha / beta)**: 6.037 / 5.967 eV
**E**: -145635.0999 eV
**Strongest force on any atom**: 3.10 eV/Å
**2S+1**: 1
**E_LUMO (alpha / beta)**: -7.57 / -7.60 eV
**Total charge**: +2
**Energy above the lowest of the compared OMol25 structures with the same formula, charge and spin**: 314.4 kJ/mol

Entry 2:
A structure of composition C30H43FFeN5O8P. Source: the OMol25 dataset; level of theory: ωB97M-V with the def2-TZVPD basis set.

Structure (XYZ):
```
89
Properties=species:S:1:pos:R:3:forces:R:3:lowdin_spin:R:1
Fe -1.618453 0.771893 1.520072 -0.246 0.169 0.086 3.733
N -3.058554 2.531973 1.576291 0.000 -0.080 -0.214 0.031
C -3.521753 3.268117 2.754717 0.095 0.023 0.034 0.003
C -4.168454 2.347233 3.778042 -0.009 -0.019 -0.015 0.000
C -3.187915 1.426454 4.487342 0.045 0.053 0.005 0.003
N -2.637322 0.429271 3.566959 0.239 -0.229 0.055 0.029
H -2.592751 3.156142 0.926924 -0.030 0.036 0.033 0.001
H -3.836928 2.082010 1.100071 -0.025 0.025 0.019 0.001
H -4.228403 4.059151 2.481733 -0.020 -0.011 -0.008 0.002
H -2.654390 3.758552 3.205896 0.006 0.010 -0.028 0.000
H -4.943474 1.746738 3.289170 -0.004 0.000 0.015 0.000
H -4.670788 2.957890 4.531568 0.001 0.021 -0.009 0.000
H -3.687489 0.953554 5.339467 -0.031 -0.015 -0.010 0.002
H -2.364575 2.024021 4.890763 -0.026 -0.033 0.037 0.000
H -3.389208 -0.046073 3.067025 -0.022 -0.014 0.043 0.000
H -2.114297 -0.282132 4.066907 -0.016 -0.004 -0.006 0.001
C -2.126790 -5.092897 -3.241993 0.032 -0.010 -0.002 0.000
C -2.385534 -3.595562 -3.302600 -0.030 0.008 -0.044 0.000
N -2.015697 -2.919464 -2.065505 -0.025 -0.154 0.184 0.004
C -2.986803 -2.606427 -1.168632 0.031 0.346 -0.162 0.003
C -2.774169 -1.986729 0.019461 -0.152 -0.229 0.252 0.001
C -3.954449 -1.295321 0.688596 0.110 0.419 -0.522 0.003
O -5.062195 -1.814938 0.645051 0.018 -0.146 0.139 0.003
O -3.663249 -0.115529 1.096501 0.050 -0.304 0.304 0.033
C -1.438885 -1.848345 0.490611 0.215 0.196 -0.120 0.008
O -1.106617 -1.392376 1.607505 -0.352 -0.112 0.110 0.017
C -0.397698 -2.142528 -0.487954 0.003 -0.219 0.287 0.001
C 0.896283 -1.733166 -0.175581 -0.085 0.036 0.037 0.001
C 1.837401 -1.663950 -1.148965 0.200 0.195 0.018 0.000
F 3.069012 -1.181879 -0.829056 -0.077 -0.183 -0.144 0.000
C 1.522012 -1.970378 -2.475947 -0.096 0.166 -0.505 0.001
C 0.291419 -2.528484 -2.754511 -0.137 0.025 0.070 0.000
C -0.699469 -2.597276 -1.769676 -0.038 -0.003 -0.098 0.001
N 2.300323 -1.527376 -3.573774 0.674 -0.237 0.734 0.000
C 2.767267 -2.436412 -4.590327 -0.169 0.142 -0.180 0.000
C 2.519374 -1.715893 -5.938402 0.021 0.135 -0.057 0.000
N 2.344499 -0.255081 -5.629317 -0.140 -0.200 0.015 0.000
C 3.459556 0.223997 -4.758006 -0.008 0.125 -0.111 0.000
C 3.216470 -0.409037 -3.381103 -0.111 0.043 0.039 0.000
H -2.374951 -5.562792 -4.194471 -0.001 0.004 0.004 0.000
H -2.734634 -5.554044 -2.463343 0.005 0.009 0.002 0.000
H -1.078924 -5.298066 -3.017470 0.001 0.006 -0.019 0.000
H -3.441717 -3.390516 -3.470875 -0.001 -0.035 0.012 0.000
H -1.853402 -3.136322 -4.134521 -0.005 0.013 -0.013 0.000
H -4.006818 -2.774444 -1.493099 0.010 -0.057 0.010 0.000
H 1.098518 -1.371242 0.821852 0.014 -0.040 0.042 0.000
H 0.042585 -2.711479 -3.790068 0.002 0.018 -0.010 0.000
H 2.202273 -3.364491 -4.565277 -0.002 -0.009 0.036 0.000
H 3.829040 -2.687563 -4.462946 -0.016 0.035 -0.048 0.000
H 1.601057 -2.046572 -6.419736 0.003 -0.042 0.005 0.000
H 3.349528 -1.813805 -6.635088 -0.003 0.001 -0.021 0.000
H 1.489522 -0.174330 -5.053995 -0.147 0.335 0.107 0.000
H 2.237199 0.305727 -6.471383 0.020 0.003 0.027 0.000
H 3.428823 1.310224 -4.723072 -0.080 0.035 0.105 0.000
H 4.391696 -0.097221 -5.220709 -0.010 -0.033 -0.028 0.000
H 2.741229 0.325278 -2.737519 -0.069 -0.009 0.027 0.000
H 4.172424 -0.698877 -2.938511 0.035 -0.035 0.002 0.000
O 1.692434 3.180832 -3.342821 0.187 -0.151 -0.097 0.007
C 1.006828 2.822057 -2.402867 -0.215 -0.021 0.144 0.004
C 0.181641 1.573201 -2.352819 0.122 0.227 0.335 0.002
O 0.132593 0.725695 -3.252723 0.117 -0.375 -0.435 0.000
C -0.433294 1.541627 -1.039070 -0.033 -0.557 -0.185 -0.001
C -0.016132 2.656687 -0.258994 0.097 0.106 -0.003 -0.001
O -0.344214 2.770915 0.945011 -0.018 0.200 -0.099 0.027
C 0.881286 3.514550 -1.060362 0.176 -0.009 -0.140 0.003
O 1.466553 4.520227 -0.717530 -0.042 0.034 0.051 0.005
O -1.165314 0.626423 -0.531031 0.036 0.281 -0.136 0.036
C 1.525716 -1.579535 3.667037 -0.012 -0.031 0.015 0.001
C 1.351304 -0.146065 4.167934 -0.065 -0.064 -0.056 0.006
P 0.743908 0.989164 2.844266 -0.073 0.230 0.060 0.020
C 2.277192 1.240966 1.839644 -0.039 -0.094 0.052 0.004
C 3.319705 2.218235 2.370437 0.013 0.008 0.007 0.002
C 0.506096 2.578912 3.762458 -0.004 0.045 -0.061 -0.002
C 1.264802 2.807976 5.065147 0.035 0.027 0.018 0.000
H 1.911258 -2.227922 4.456003 -0.007 0.015 0.004 0.000
H 2.233359 -1.630115 2.835753 0.023 0.002 0.036 0.000
H 0.578112 -1.986678 3.312841 0.022 0.018 -0.011 0.000
H 2.280145 0.229242 4.605360 0.002 0.030 -0.022 0.001
H 0.601130 -0.124299 4.964012 0.008 -0.011 0.024 0.000
H 1.953658 1.547351 0.844793 0.009 0.010 -0.020 0.000
H 2.723613 0.249015 1.721439 -0.001 -0.011 -0.028 0.000
H 2.908729 3.224237 2.455428 0.008 -0.007 0.009 0.000
H 4.169036 2.274335 1.687328 0.000 -0.009 -0.002 0.000
H 3.701222 1.914994 3.347228 0.001 -0.002 -0.012 0.000
H -0.570601 2.645616 3.938721 0.042 -0.010 0.021 -0.001
H 0.714089 3.366854 3.036715 -0.006 -0.022 0.009 0.000
H 1.014159 2.065203 5.823496 -0.006 -0.012 0.001 0.000
H 1.015434 3.788431 5.476527 -0.005 -0.006 -0.006 0.000
H 2.344800 2.782661 4.921544 -0.017 -0.007 0.003 0.000
```
Positions in Å, forces in eV/Å.

Values from the calculation:
**Orbital gap (alpha / beta)**: 5.919 / 5.974 eV
**E**: -102033.1310 eV
**Strongest force on any atom**: 1.02 eV/Å
**2S+1**: 5
**E_LUMO (alpha / beta)**: -0.52 / -0.52 eV
**Total charge**: 0
**Energy above the lowest of the compared OMol25 structures with the same formula, charge and spin**: 69.1 kJ/mol

- The highest energy above the lowest of the compared OMol25 structures with the same formula, charge and spin belongs to which entry?
  C30H43BrIrN5O2P2S